C14H14N2O4S2 | ωB97M-V/def2-TZVPD

ORCA input file:
```
! RIJCOSX wB97M-V def2-TZVPD def2/J DEFGRID3
* xyz 0 1
C -2.293 -4.563 -0.676
O -2.041 -3.617 0.359
C -1.962 -2.342 -0.020
O -2.113 -1.949 -1.141
C -1.663 -1.451 1.186
N -1.447 -0.091 0.779
C -0.205 0.422 0.720
N 0.838 -0.224 1.149
C 2.014 0.434 1.003
O 2.111 1.570 0.565
C 3.200 -0.373 1.479
S 4.649 -0.003 0.458
C 3.917 -0.289 -1.135
C 4.819 0.100 -2.261
O 2.807 -0.733 -1.224
S -0.172 2.033 0.049
C -1.915 1.957 -0.174
C -2.749 2.926 -0.704
C -4.103 2.660 -0.787
C -4.616 1.446 -0.346
C -3.791 0.472 0.186
C -2.430 0.734 0.268
H -3.246 -4.347 -1.163
H -2.319 -5.536 -0.195
H -1.498 -4.523 -1.423
H -2.492 -1.516 1.897
H -0.747 -1.804 1.666
H 3.462 -0.087 2.497
H 2.976 -1.437 1.430
H 4.540 -0.437 -3.165
H 5.858 -0.088 -2.003
H 4.696 1.168 -2.436
H -2.339 3.863 -1.044
H -4.769 3.402 -1.199
H -5.676 1.256 -0.421
H -4.196 -0.471 0.516
*
```

Summary:
Energy relative to the best compared isomer or geometry (same formula, charge and spin)   0.0 kcal/mol

C14H14N3O6Sn | ωB97M-V/def2-TZVPD

ORCA input file:
```
! RIJCOSX wB97M-V def2-TZVPD def2/J DEFGRID3
* xyz 1 1
Sn 0.872 -0.430 -0.818
O 2.204 3.364 0.122
C 1.970 2.191 0.055
O 1.273 1.585 -0.894
C 2.451 1.239 1.123
C 3.228 1.551 2.221
C 3.509 0.534 3.130
C 2.998 -0.750 2.943
C 2.220 -0.978 1.829
N 1.988 0.005 0.962
C 1.473 -2.245 1.492
O 1.546 -3.215 2.192
O 0.718 -2.118 0.407
H 3.588 2.563 2.343
H 4.110 0.749 4.004
H 3.183 -1.559 3.635
C -3.711 -1.033 2.238
C -2.888 -0.375 1.186
C -3.166 0.685 0.338
C -2.034 0.869 -0.455
N -1.107 -0.036 -0.101
N -1.647 -0.778 0.896
C -1.800 1.873 -1.533
H -4.695 -0.573 2.278
H -3.244 -0.931 3.218
H -3.833 -2.096 2.030
H -4.080 1.252 0.298
H -1.116 -1.554 1.266
H -2.680 2.499 -1.653
H -1.602 1.382 -2.489
H -0.944 2.503 -1.301
C 0.331 -0.646 -5.164
O 0.785 -0.474 -3.759
C 0.125 -1.134 -2.860
O -0.761 -1.902 -2.781
H 0.844 0.141 -5.700
H -0.747 -0.526 -5.199
H 0.639 -1.631 -5.497
*
```

C14H15AuNTe | ωB97M-V/def2-TZVPD

ORCA input file:
```
! RIJCOSX wB97M-V def2-TZVPD def2/J DEFGRID3
* xyz -1 3
C 0.952 -1.289 -1.860
C -0.466 -1.249 -2.135
C -1.130 -1.950 -1.081
C -0.149 -2.411 -0.158
C 1.135 -2.005 -0.623
Au -0.004 0.073 -0.129
C -1.665 1.779 -0.914
C -0.357 1.772 -1.315
C 0.473 2.434 -2.136
N 1.247 1.299 0.705
H -2.201 -2.175 -1.036
H -0.924 -0.836 -3.030
H -0.349 -3.066 0.703
H 2.106 -2.274 -0.184
H 1.739 -0.950 -2.527
H -2.445 1.227 -1.465
H 2.279 1.382 0.527
H -1.961 2.355 -0.043
H 0.024 3.193 -2.766
H 1.557 2.249 -2.163
Te -1.933 -0.474 1.860
C -1.655 1.087 3.212
C -2.714 2.017 3.397
C -2.523 3.071 4.320
C -1.327 3.216 5.039
C -0.297 2.307 4.814
C -0.424 1.252 3.898
H -3.620 1.894 2.817
H -3.319 3.784 4.487
H -1.210 4.031 5.767
H 0.633 2.421 5.372
H 0.385 0.561 3.665
*
```

Summary:
⟨S²⟩   2.031

C14H15BBrF2NOPt | ωB97M-V/def2-TZVPD

ORCA input file:
```
! RIJCOSX wB97M-V def2-TZVPD def2/J DEFGRID3
* xyz 2 5
Pt -0.185 1.648 -0.163
Br -0.416 1.631 2.460
C -1.759 0.299 2.425
C -2.302 -0.080 3.651
C -3.294 -1.041 3.675
C -3.745 -1.617 2.480
C -3.195 -1.239 1.249
C -3.660 -1.812 0.050
C -3.120 -1.426 -1.180
C -2.113 -0.479 -1.225
C -1.627 0.120 -0.053
C -2.164 -0.252 1.195
H -1.954 0.373 4.570
H -3.727 -1.344 4.619
H -4.531 -2.361 2.506
H -4.446 -2.556 0.088
H -3.493 -1.868 -2.094
H -1.709 -0.193 -2.189
C 4.250 -0.523 -2.187
N 3.110 -0.452 -1.268
C 2.616 -1.746 -0.789
C 2.608 0.679 -0.846
C 3.172 1.993 -1.287
O 1.648 0.656 0.019
H 4.110 -1.386 -2.833
H 5.176 -0.649 -1.626
H 4.318 0.365 -2.805
H 3.471 -2.387 -0.585
H 2.004 -2.211 -1.562
H 2.038 -1.616 0.117
H 4.257 2.000 -1.187
H 2.760 2.785 -0.669
H 2.929 2.199 -2.331
F -1.294 4.440 -0.130
B -0.311 3.760 -0.648
F 0.577 4.289 -1.449
*
```

Summary:
⟨S²⟩   6.034
Energy relative to the best compared isomer or geometry (same formula, charge and spin)   0.0 kcal/mol

C14H15BN8OS2V | ωB97M-V/def2-TZVPD

ORCA input file:
```
! RIJCOSX wB97M-V def2-TZVPD def2/J DEFGRID3
* xyz 2 2
V -0.506 -0.338 -1.763
C -2.812 1.050 1.335
C -2.571 0.893 -0.012
N -1.414 0.208 -0.179
N -0.903 -0.063 1.058
C -1.734 0.435 1.978
B 0.403 -0.909 1.117
N 0.093 -2.200 0.281
C 0.097 -3.503 0.568
C -0.299 -4.222 -0.562
C -0.545 -3.266 -1.525
N -0.304 -2.036 -1.001
N 1.451 -0.111 0.271
C 2.666 0.364 0.555
C 3.206 0.949 -0.591
C 2.239 0.801 -1.564
N 1.182 0.143 -1.033
N 0.911 -1.250 2.469
C 2.040 -1.973 2.765
C 2.156 -2.014 4.122
C 1.049 -1.271 4.597
N 0.316 -0.818 3.606
H -3.655 1.538 1.791
H -3.161 1.220 -0.852
H -1.507 0.328 3.026
H 0.369 -3.873 1.544
H -0.395 -5.290 -0.657
H -0.875 -3.398 -2.546
H 3.084 0.286 1.546
H 4.169 1.419 -0.698
H 2.254 1.114 -2.597
H 2.664 -2.413 2.001
H 2.920 -2.492 4.712
H 0.778 -1.068 5.620
C -2.291 4.932 -3.682
O -2.186 3.541 -3.292
C -1.105 2.899 -3.578
S 0.303 3.411 -4.242
S -1.100 1.187 -3.269
H -3.257 5.265 -3.321
H -2.242 5.010 -4.767
H -1.491 5.517 -3.232
*
```

Summary:
⟨S²⟩   0.854
Energy relative to the best compared isomer or geometry (same formula, charge and spin)   17.5 kcal/mol

C14H15Br12FO3 | ωB97M-V/def2-TZVPD

ORCA input file:
```
! RIJCOSX wB97M-V def2-TZVPD def2/J DEFGRID3
* xyz 0 1
C -2.643 -1.073 -1.837
C -1.553 -1.069 -3.016
C -0.169 -0.743 -2.361
O 0.455 -2.019 -2.408
C -0.301 -2.872 -3.186
O 0.044 -4.037 -3.506
O -1.462 -2.359 -3.473
H -2.628 -0.233 -1.142
H -2.601 -2.031 -1.318
H -3.639 -1.090 -2.278
H -1.900 -0.330 -3.738
H -0.373 -0.403 -1.346
H 0.417 -0.062 -2.977
F -0.312 -2.933 2.204
C -0.337 -1.600 1.823
C 0.863 -0.998 1.430
C 0.743 0.367 1.032
C -0.487 1.027 0.978
C -1.674 0.280 1.266
C -1.605 -1.012 1.645
H 1.847 -1.422 1.564
H 1.592 0.874 0.597
H -0.635 2.048 0.660
H -2.669 0.691 1.178
H -2.522 -1.575 1.738
C -4.344 -4.060 1.986
Br -3.421 -4.247 0.252
Br -5.442 -5.720 2.194
Br -5.361 -2.390 1.936
H -3.533 -4.014 2.713
C -0.724 6.723 -0.036
Br -2.591 6.646 -0.675
Br 0.469 7.393 -1.556
Br -0.042 4.984 0.611
H -0.737 7.429 0.794
C 4.441 -1.577 0.298
Br 3.861 -3.438 1.042
Br 4.917 -1.708 -1.680
Br 5.855 -0.752 1.378
H 3.564 -0.935 0.370
C 4.778 3.727 1.462
Br 5.132 5.203 0.157
Br 6.453 3.179 2.362
Br 4.120 2.092 0.562
H 4.156 4.034 2.302
*
```

Summary:
Energy relative to the best compared isomer or geometry (same formula, charge and spin)   48.0 kcal/mol

The records above yield total energy values of -47587.0085 -37327.0371 -27229.9474 -97682.8235 -76749.0975 -864127.8358 eV, respectively.